No. 1
{
  "formula": "C23H19F6MnN2O11PS3",
  "method": "ωB97M-V/def2-TZVPD",
  "species": ["Mn", "O", "C", "O", "C", "O", "O", "F", "C", "F", "F", "S", "O", "O", "N", "S", "O", "O", "C", "F", "F", "F", "N", "C", "C", "C", "C", "C", "C", "P", "C", "C", "C", "C", "C", "C", "C", "C", "C", "C", "C", "C", "H", "H", "H", "H", "H", "H", "H", "H", "H", "H", "H", "H", "H", "H", "H", "H", "C", "S", "O", "O", "O", "H", "H", "H"],
  "coordinates": [[0.686, -0.284, 0.707], [-1.793, -0.221, 3.841], [-0.889, -0.246, 3.019], [-1.034, -0.192, 1.740], [0.612, -0.203, 3.473], [0.917, -0.214, 4.654], [1.432, -0.072, 2.483], [5.931, -0.628, -1.223], [4.715, -1.145, -0.962], [4.571, -2.212, -1.731], [4.703, -1.497, 0.317], [3.423, 0.183, -1.302], [2.657, 0.340, -0.083], [4.234, 1.307, -1.674], [2.635, -0.364, -2.533], [1.098, -0.627, -2.665], [0.341, -0.540, -1.434], [0.553, 0.081, -3.783], [1.000, -2.427, -3.206], [0.508, -2.463, -4.460], [0.164, -3.100, -2.432], [2.184, -3.019, -3.233], [-2.573, 0.151, -0.733], [-3.003, 1.334, -0.175], [-4.384, 1.567, -0.066], [-4.877, 2.768, 0.394], [-4.007, 3.791, 0.757], [-2.645, 3.566, 0.665], [-2.117, 2.354, 0.218], [-0.301, 2.118, 0.135], [0.112, 2.892, -1.469], [-0.849, 3.224, -2.419], [-0.468, 3.667, -3.679], [0.875, 3.780, -4.006], [1.841, 3.449, -3.066], [1.460, 3.007, -1.810], [0.263, 3.338, 1.383], [-0.015, 3.040, 2.719], [0.435, 3.867, 3.734], [1.166, 5.009, 3.432], [1.436, 5.319, 2.108], [0.987, 4.488, 1.088], [-3.188, -0.628, -0.554], [-1.621, -0.109, -0.510], [-5.063, 0.772, -0.354], [-5.949, 2.909, 0.474], [-4.382, 4.739, 1.120], [-1.961, 4.351, 0.964], [-1.900, 3.119, -2.181], [-1.228, 3.905, -4.414], [1.168, 4.104, -4.997], [2.895, 3.495, -3.311], [2.223, 2.733, -1.093], [-0.595, 2.162, 2.969], [0.224, 3.601, 4.762], [1.529, 5.650, 4.227], [2.004, 6.208, 1.861], [1.204, 4.745, 0.060], [2.539, -3.181, 2.113], [1.558, -3.214, 0.635], [2.389, -2.633, -0.414], [1.169, -4.593, 0.421], [0.404, -2.334, 0.943], [3.443, -3.759, 1.930], [1.954, -3.621, 2.917], [2.770, -2.142, 2.345]],
  "mulliken_spin": [1.00, 0.00, 0.00, 0.00, 0.00, 0.00, -0.01, 0.00, 0.00, 0.00, 0.00, 0.00, 0.01, 0.00, 0.00, 0.00, 0.00, 0.00, 0.00, 0.00, 0.00, 0.00, 0.00, 0.01, 0.00, 0.00, 0.00, 0.00, 0.00, 0.00, -0.01, 0.00, 0.00, 0.00, 0.00, 0.01, 0.00, 0.00, 0.00, 0.00, 0.00, 0.01, 0.00, -0.01, 0.00, 0.00, 0.00, 0.00, 0.00, 0.00, 0.00, 0.00, 0.00, 0.00, 0.00, 0.00, 0.00, 0.00, 0.00, 0.01, 0.00, 0.00, -0.01, 0.00, 0.00, 0.00],
  "energy_ha": -5111.3152,
  "gap_ev": [7.1, 6.8],
  "mol_weight_g_mol": 795.5,
  "homo_ev": [-2.62, -2.31],
  "de_lowest_kj_mol": 0.0,
  "total_charge": -2,
  "spin_multiplicity": 2
}

No. 2
{
  "formula": "C3H9AgN3O6",
  "method": "ωB97M-V/def2-TZVPD",
  "species": ["Ag", "C", "N", "O", "O", "H", "H", "H", "C", "N", "O", "O", "H", "H", "H", "C", "N", "O", "O", "H", "H", "H"],
  "coordinates": [[0.683, -0.346, -1.414], [3.431, 3.351, -0.743], [3.027, 1.974, -0.358], [3.710, 1.298, 0.342], [2.053, 1.452, -0.977], [4.203, 3.229, -1.503], [3.717, 3.963, 0.113], [2.522, 3.810, -1.131], [-1.811, -4.319, -1.071], [-2.006, -2.847, -1.414], [-3.164, -2.516, -1.459], [-0.987, -2.183, -1.362], [-2.702, -4.852, -0.739], [-1.062, -4.446, -0.289], [-1.457, -4.950, -1.885], [-2.036, 1.294, 2.154], [-0.682, 0.894, 1.816], [-0.390, 0.680, 0.619], [0.062, 0.436, 2.704], [-2.139, 1.415, 3.233], [-2.705, 0.499, 1.823], [-2.265, 2.166, 1.542]],
  "mulliken_spin": [0.17, 0.01, 0.00, -0.01, 0.30, 0.00, 0.00, 0.00, 0.00, 0.00, 0.00, 0.03, 0.00, 0.00, 0.00, 0.01, -0.02, 0.45, 0.02, 0.01, 0.00, 0.00],
  "energy_ha": -881.2930,
  "gap_ev": [9.0, 3.9],
  "mol_weight_g_mol": 291.0,
  "homo_ev": [-17.95, -17.90],
  "de_lowest_kj_mol": 85.6,
  "total_charge": 2,
  "spin_multiplicity": 2
}

No. 3
{
  "formula": "C19H27F11LiNO4PS2Si",
  "method": "ωB97M-V/def2-TZVPD",
  "species": ["Li", "C", "C", "C", "C", "O", "Si", "S", "O", "C", "C", "C", "C", "O", "C", "C", "C", "C", "H", "H", "H", "H", "H", "H", "H", "H", "H", "H", "H", "H", "H", "H", "H", "H", "H", "H", "H", "H", "H", "H", "H", "H", "H", "H", "H", "F", "C", "C", "F", "C", "F", "C", "S", "C", "F", "C", "F", "O", "C", "N", "F", "P", "F", "F", "F", "F", "F"],
  "coordinates": [[1.668, 1.376, -1.255], [-0.711, -1.903, -1.421], [-0.416, -1.647, 0.057], [-1.539, -2.259, 0.898], [0.927, -2.253, 0.460], [-0.321, -0.235, 0.205], [-0.686, 0.787, 1.455], [0.282, 2.557, 1.292], [-2.361, 0.873, 1.551], [-3.279, 1.512, 0.671], [-2.664, 1.912, -0.667], [-3.798, 2.753, 1.398], [-4.420, 0.522, 0.433], [-0.361, -0.154, 2.804], [-0.709, 0.062, 4.161], [0.343, -0.679, 4.983], [-2.095, -0.533, 4.422], [-0.705, 1.545, 4.529], [-0.590, -2.961, -1.667], [-0.046, -1.307, -2.040], [-1.736, -1.602, -1.654], [-1.609, -3.328, 0.680], [-2.494, -1.789, 0.661], [-1.344, -2.121, 1.959], [0.922, -3.339, 0.334], [1.128, -2.012, 1.504], [1.728, -1.829, -0.147], [-1.876, 2.651, -0.529], [-3.435, 2.324, -1.324], [-2.214, 1.048, -1.161], [-2.954, 3.409, 1.617], [-4.273, 2.463, 2.339], [-4.524, 3.296, 0.786], [-4.063, -0.333, -0.143], [-5.232, 0.997, -0.125], [-4.808, 0.162, 1.389], [0.363, -1.731, 4.690], [0.125, -0.613, 6.052], [1.328, -0.251, 4.792], [-2.079, -1.613, 4.252], [-2.814, -0.088, 3.736], [-2.408, -0.347, 5.453], [0.247, 1.998, 4.259], [-0.883, 1.665, 5.602], [-1.483, 2.076, 3.979], [3.729, -4.039, -4.981], [3.320, -2.764, -4.850], [2.877, -2.296, -3.625], [2.851, -3.117, -2.571], [2.468, -0.984, -3.519], [2.001, -0.528, -2.359], [2.469, -0.095, -4.592], [1.959, 1.564, -4.385], [2.902, -0.608, -5.807], [2.929, 0.173, -6.900], [3.334, -1.917, -5.940], [3.762, -2.377, -7.129], [-1.206, 2.602, -4.210], [-0.419, 2.224, -3.405], [0.363, 1.832, -2.586], [3.302, 2.243, -0.766], [4.665, 1.322, -0.620], [4.863, 1.855, 0.882], [5.982, 0.394, -0.499], [3.727, 0.112, -0.084], [4.443, 0.796, -2.136], [5.546, 2.550, -1.189]],
  "mulliken_spin": [0.00, 0.00, 0.00, 0.00, 0.00, -0.02, 0.00, 0.00, 0.00, 0.00, 0.02, 0.00, 0.00, 0.00, 0.00, 0.00, 0.00, 0.00, 0.00, 0.00, 0.00, 0.00, 0.00, 0.00, 0.00, 0.00, 0.00, 0.00, 0.00, 0.00, 0.00, 0.00, 0.00, 0.00, 0.00, 0.00, 0.00, 0.00, 0.00, 0.00, 0.00, 0.00, 0.00, 0.00, 0.00, 0.00, 0.02, -0.01, 0.00, 0.02, 0.00, 0.04, 0.69, -0.05, 0.00, -0.01, 0.00, 0.06, 0.04, 0.21, 0.00, 0.00, 0.00, 0.00, 0.00, 0.00, 0.00],
  "energy_ha": -3629.7648,
  "gap_ev": [6.5, 5.9],
  "mol_weight_g_mol": 672.5,
  "homo_ev": [-2.20, -2.20],
  "total_charge": -2,
  "spin_multiplicity": 2
}

No. 4
{
  "formula": "C2H10N3O3P2",
  "method": "ωB97M-V/def2-TZVPD",
  "species": ["C", "C", "N", "N", "N", "O", "O", "O", "P", "P", "H", "H", "H", "H", "H", "H", "H", "H", "H", "H"],
  "coordinates": [[-1.026, 1.690, -1.504], [2.085, 0.993, 0.843], [-1.179, 1.213, 1.018], [-0.904, 0.459, -1.343], [0.368, -1.040, 0.254], [2.833, -1.617, -0.123], [1.678, 0.031, -1.687], [-3.071, -3.174, 0.325], [1.860, -0.515, -0.214], [-1.209, -0.198, 0.190], [-2.668, -2.841, 1.125], [-1.004, 2.331, -0.605], [-1.100, 2.066, -2.545], [3.010, 1.088, 1.320], [1.815, 1.840, 0.271], [1.365, 0.730, 1.620], [-1.314, 1.251, 2.024], [0.610, 0.055, -1.759], [0.356, -1.715, 1.097], [-2.505, -2.647, -0.308]],
  "lowdin_charge": [-0.17, -0.15, -0.37, -0.30, -0.35, -0.36, -0.23, -0.14, 0.31, 0.61, -0.02, 0.03, 0.07, 0.01, 0.02, 0.02, -0.09, 0.05, 0.08, 0.00],
  "energy_ha": -1155.0118,
  "gap_ev": 7.5,
  "mol_weight_g_mol": 186.1,
  "homo_ev": -3.69,
  "de_lowest_kj_mol": 359.7,
  "total_charge": -1
}

No. 5
{
  "formula": "CF3O15S4Sr",
  "method": "ωB97M-V/def2-TZVPD",
  "species": ["Sr", "S", "O", "O", "O", "O", "S", "O", "O", "O", "O", "S", "O", "O", "O", "O", "C", "F", "F", "F", "S", "O", "O", "O"],
  "coordinates": [[-0.422, -3.598, -17.072], [0.562, -5.341, -19.474], [0.719, -5.541, -18.082], [-0.494, -6.179, -20.033], [0.211, -3.901, -19.553], [1.751, -5.716, -20.226], [1.222, -0.998, -17.553], [1.012, 0.112, -16.634], [1.591, -2.218, -16.855], [-0.096, -1.244, -18.116], [2.113, -0.649, -18.662], [-1.788, -2.519, -14.558], [-2.197, -2.372, -15.959], [-2.957, -2.968, -13.811], [-0.715, -3.543, -14.537], [-1.260, -1.255, -13.971], [-3.654, -7.436, -17.208], [-3.030, -7.560, -18.349], [-4.670, -6.555, -17.416], [-4.048, -8.688, -16.731], [-2.445, -6.547, -15.885], [-1.874, -5.410, -16.594], [-3.306, -6.059, -14.809], [-1.452, -7.534, -15.387]],
  "mulliken_spin": [-0.01, 0.00, 0.00, 0.00, 0.00, 0.00, -0.08, 0.36, 0.02, 0.51, 0.17, 0.00, 0.01, 0.00, 0.00, 0.00, 0.00, 0.00, 0.00, 0.00, 0.00, 0.00, 0.00, 0.00],
  "energy_ha": -3089.6917,
  "gap_ev": [5.2, 3.8],
  "mol_weight_g_mol": 524.9,
  "homo_ev": [3.66, 3.68],
  "total_charge": -4,
  "spin_multiplicity": 2
}